[1]
This record from the Open Molecules 2025 dataset describes C7H10 as an isolated structure in a non-equilibrium geometry. The level of theory is ωB97M-V with the def2-TZVPD basis set.

CARTESIAN COORDINATES (ANGSTROEM)
C1 0.920 0.999 1.218
C2 -0.453 1.083 0.602
C3 -0.725 0.520 -0.786
C4 0.375 -0.319 -1.454
C5 0.332 -1.609 -0.669
C6 -0.651 -1.596 0.250
C7 -1.506 -0.412 0.102
H1 1.617 1.655 0.677
H2 0.911 1.310 2.268
H3 1.324 -0.017 1.168
H4 -0.973 2.035 0.770
H5 -1.284 1.184 -1.448
H6 1.373 0.147 -1.433
H7 0.132 -0.484 -2.514
H8 1.019 -2.434 -0.856
H9 -0.870 -2.399 0.951
H10 -1.540 0.337 1.154

E_HOMO: -7.62 eV
E: -272.5759 Ha
gap between HOMO and LUMO: 8.70 eV
molecular weight: 94.2 g mol⁻¹

[2]
This record from the Open Molecules 2025 dataset describes one molecule with the formula C7H10 in a non-equilibrium geometry. The level of theory is ωB97M-V with the def2-TZVPD basis set.

CARTESIAN COORDINATES (ANGSTROEM)
C1 -1.361 0.147 -1.227
C2 -0.792 0.227 -0.074
C3 -1.574 0.252 1.200
C4 0.906 0.253 -0.050
C5 1.404 1.698 -0.276
C6 1.470 -0.893 0.772
C7 1.546 -0.988 -0.543
H1 -2.471 -0.111 -1.382
H2 -0.843 0.033 -2.199
H3 -1.692 1.201 1.494
H4 -2.541 -0.127 0.949
H5 -1.064 -0.279 2.032
H6 1.563 2.279 0.735
H7 0.647 2.017 -0.888
H8 2.316 1.687 -0.710
H9 1.594 -1.406 1.696
H10 1.638 -1.464 -1.480

E_HOMO: -8.97 eV
E: -272.5522 Ha
gap between HOMO and LUMO: 10.04 eV
structure (SMILES): C=C(C)C1(C)C=C1
molecular weight: 94.2 g mol⁻¹

Copy entry 1 word for word.
This record from the Open Molecules 2025 dataset describes C7H10 as an isolated structure in a non-equilibrium geometry. The level of theory is ωB97M-V with the def2-TZVPD basis set.

CARTESIAN COORDINATES (ANGSTROEM)
C1 0.920 0.999 1.218
C2 -0.453 1.083 0.602
C3 -0.725 0.520 -0.786
C4 0.375 -0.319 -1.454
C5 0.332 -1.609 -0.669
C6 -0.651 -1.596 0.250
C7 -1.506 -0.412 0.102
H1 1.617 1.655 0.677
H2 0.911 1.310 2.268
H3 1.324 -0.017 1.168
H4 -0.973 2.035 0.770
H5 -1.284 1.184 -1.448
H6 1.373 0.147 -1.433
H7 0.132 -0.484 -2.514
H8 1.019 -2.434 -0.856
H9 -0.870 -2.399 0.951
H10 -1.540 0.337 1.154

E_HOMO: -7.62 eV
E: -272.5759 Ha
gap between HOMO and LUMO: 8.70 eV
molecular weight: 94.2 g mol⁻¹

The lowest E belongs to which entry? number 1